[1]
ORCA calculation (ωB97M-V/def2-TZVPD) on C19H42BF4KN2O10P2S as an isolated structure.

CARTESIAN COORDINATES (ANGSTROEM)
C 3.27452 0.37558 0.17032
C 1.85808 -0.20220 0.47757
B 1.21952 -0.61180 -0.88481
O 0.72288 0.32703 -1.73927
P 1.05207 -2.44940 -1.56327
C 1.51683 -3.75580 -0.38316
C 2.98808 -3.88470 -0.07320
C 3.18953 -5.21261 0.65259
F 3.44713 -2.87297 0.76682
N 1.65309 -2.65467 -3.07160
C 2.92825 -2.68364 -3.23050
C 3.86162 -1.55159 -2.96795
C 3.54094 -3.92662 -3.79115
P -1.09579 -2.78954 -1.77849
N -1.17827 -4.13792 -2.48415
O -1.76154 -2.91816 -0.29911
O -1.80022 -1.61872 -2.62116
H 3.41404 1.28718 0.73740
H 3.38085 0.61835 -0.88194
H 4.09352 -0.28751 0.42914
H 1.84513 -0.96339 1.25066
H 1.25694 0.62717 0.85618
H -0.11181 0.72298 -1.45343
H 1.06500 -4.70523 -0.70257
H 1.00889 -3.50350 0.55091
H 3.63684 -3.92118 -0.94685
H 2.78268 -5.15438 1.65710
H 2.62190 -5.99026 0.14868
H 4.24399 -5.45586 0.69828
H 4.60794 -1.47159 -3.74966
H 3.30180 -0.61918 -2.98648
H 4.33900 -1.61536 -1.99108
H 3.77929 -3.71501 -4.83451
H 4.50154 -4.08484 -3.30823
H 2.87307 -4.76830 -3.67695
H -1.62888 -4.80059 -1.85642
H -1.41787 -2.25098 0.32002
H -2.75843 -1.72480 -2.48434
O -2.13642 -0.36188 1.55851
H -2.99482 -0.48572 1.97831
H -2.35544 -0.00340 0.68880
C -1.31468 -7.66175 -1.49932
F -2.31563 -7.08744 -0.78766
F -1.71309 -8.90659 -1.79052
F -1.20239 -6.97913 -2.64576
S 0.29316 -7.59927 -0.58533
O 0.02035 -8.33342 0.62441
O 0.49518 -6.15987 -0.39784
O 1.22054 -8.21980 -1.49888
C 0.11746 6.08499 1.45736
C 0.02904 4.91997 2.20886
C 0.36425 3.70076 1.63587
C 0.79697 3.64904 0.31683
C 0.88858 4.81518 -0.43049
C 0.54444 6.03382 0.13612
H -0.14713 7.03677 1.89952
H -0.30164 4.96148 3.24118
H 0.28902 2.78800 2.21930
H 1.06403 2.69236 -0.12079
H 1.22591 4.78015 -1.45837
H 0.61420 6.94741 -0.46685
O -1.93917 1.78714 3.77455
H -1.81133 1.16375 3.04526
H -2.30521 2.56977 3.34470
C -5.15405 2.15158 5.99990
C -5.26524 3.07559 4.81023
O -5.33966 2.31420 3.59930
H -4.27097 1.52341 5.90823
H -5.09163 2.71473 6.93118
H -6.02192 1.48521 6.04903
H -4.39204 3.71990 4.75227
H -6.15320 3.70587 4.88829
H -6.12529 1.75645 3.64872
K -4.89928 -0.03680 5.55305
C -1.19365 8.15601 -3.55160
C -0.51923 8.80088 -2.31527
O 0.77110 8.43481 -2.22217
H -1.16642 7.06442 -3.48889
H -2.25238 8.45931 -3.62389
H -0.69795 8.46562 -4.47398
H -1.18657 8.52100 -1.44815
H -0.71992 9.89950 -2.41941

Its strongest force on any atom is 7.70 eV/A. The calculation puts the total energy at -101117.1836 eV. Its spin multiplicity is 1. The HOMO energy is -4.20 eV. As for the net charge: 0.

---

[2]
ORCA calculation (ωB97M-V/def2-TZVPD) on a 4-piece molecular cluster, C19H42Cl4 overall.

CARTESIAN COORDINATES (ANGSTROEM)
Cl -3.86878 1.56892 1.37891
C -3.82157 1.30313 -0.35943
Cl -2.28045 1.72348 -0.87735
Cl -4.18523 -0.40639 -0.55125
Cl -5.04588 2.30930 -1.08246
C -2.86581 -8.88499 1.88514
C -1.70024 -8.08474 1.34718
C -2.04890 -6.89247 0.48248
C -2.96017 -5.85385 1.20776
C -3.12591 -4.57627 0.46084
C -4.38991 -3.77207 1.03741
H -2.67251 -9.95536 1.81409
H -3.74293 -8.68486 1.26975
H -3.05500 -8.73749 2.94841
H -1.23315 -7.85549 2.30497
H -0.86971 -8.59779 0.86231
H -2.44068 -7.30942 -0.44529
H -1.15624 -6.29808 0.28768
H -3.92425 -6.31661 1.41876
H -2.56002 -5.56072 2.17836
H -2.21818 -3.97898 0.54672
H -3.22977 -4.67679 -0.61954
H -4.12379 -3.66695 2.08919
H -4.49916 -2.89823 0.39509
H -5.35640 -4.26430 0.92928
C 5.60114 -0.90233 -0.95744
C 4.39606 -0.14513 -1.44380
C 3.63664 -0.87716 -2.46337
C 2.62137 0.15868 -3.04521
C 1.51729 0.67063 -2.17106
C 0.55380 -0.41509 -1.77820
H 6.30720 -1.13492 -1.75463
H 5.25166 -1.84323 -0.53240
H 6.00144 -0.21474 -0.21242
H 3.88614 0.35665 -0.62143
H 4.85324 0.66787 -2.00781
H 3.10527 -1.71901 -2.01950
H 4.22979 -1.34296 -3.25033
H 3.15808 0.97006 -3.53684
H 2.21008 -0.41873 -3.87319
H 1.89779 1.11780 -1.25272
H 0.96202 1.46556 -2.66895
H 0.21973 -1.14948 -2.51113
H 0.99658 -1.02370 -0.98976
H -0.31153 0.16683 -1.46090
C -0.45496 5.11195 -0.94476
C 0.94982 4.92634 -0.29844
C 1.85205 6.19648 -0.12054
C 1.20732 7.15505 0.87826
C 0.75982 6.65730 2.20392
C 0.90291 7.66461 3.26313
H -0.38249 5.86238 -1.73198
H -1.14713 5.44513 -0.17145
H -0.93695 4.30006 -1.48937
H 0.85623 4.41324 0.65868
H 1.45622 4.20248 -0.93694
H 1.90512 6.78401 -1.03711
H 2.82253 5.97320 0.32265
H 2.02235 7.82675 1.14777
H 0.47571 7.77505 0.36013
H -0.24981 6.24748 2.23213
H 1.30715 5.76367 2.50385
H 0.93447 7.07416 4.17882
H 1.86909 8.16781 3.30042
H 0.13139 8.43226 3.32291

Its strongest force on any atom is 2.64 eV/A. The calculation puts the total energy at -70471.6948 eV. Its spin multiplicity is 1. The value obtained for the energy above the lowest of the compared OMol25 structures with the same formula, charge and spin is 45.11 kcal per mole. The HOMO energy is -10.35 eV. As for the net charge: 0.

---

[3]
ORCA calculation (ωB97M-V/def2-TZVPD) on a 3-piece molecular cluster, C19H42N4O7PS overall.

CARTESIAN COORDINATES (ANGSTROEM)
C 5.20564 -0.28759 1.51931
C 5.55268 -0.98232 0.04682
O 6.99192 -0.97779 -0.27296
C 4.63183 -0.15701 -1.06924
C 3.07380 -0.34091 -0.59621
C 2.16613 0.84374 0.04987
C 0.72005 0.24594 0.42559
N 0.32712 -1.13380 0.19473
P -1.34657 -1.58903 0.75908
O -2.44736 -0.23017 0.69142
O -1.92190 -2.87309 -0.32489
S -1.36953 -2.31985 2.56127
N 0.96908 -2.16380 -0.36690
C 2.31707 -1.74118 -0.74448
H 6.05404 -0.60303 2.27032
H 5.07332 0.88386 1.42615
H 4.17148 -0.70408 1.94349
H 5.07966 -2.07477 0.10294
H 7.37860 -1.72562 0.27585
H 4.97639 0.95104 -1.22466
H 4.78483 -0.71421 -2.10656
H 2.53556 1.93169 0.24367
H -0.05619 0.99409 0.92102
H -2.50563 -0.01783 -0.30433
H -1.43755 -3.69704 0.01901
H 2.97880 -2.61288 -1.22675
C -5.06119 -2.44728 1.30668
O -5.00635 -3.82966 1.64819
C -4.42783 -4.08299 2.93219
C -5.50257 -4.50841 3.94841
N -6.37958 -3.38608 4.30803
C -7.60628 -3.78102 5.00840
C -8.56325 -4.76355 4.29995
O -9.23280 -4.21601 3.16313
C -8.45401 -4.18834 1.97616
H -5.27863 -2.36990 0.23820
H -5.85926 -1.94051 1.85056
H -4.10707 -1.95125 1.50073
H -3.83996 -3.23295 3.29756
H -3.73505 -4.91966 2.79867
H -5.01382 -4.88190 4.85586
H -6.06616 -5.32624 3.50013
H -6.64681 -2.88849 3.46173
H -8.16087 -2.85582 5.20602
H -7.33054 -4.19491 5.98558
H -9.35700 -5.00783 5.01634
H -8.08894 -5.71731 4.05021
H -7.78623 -5.04999 1.89423
H -7.89582 -3.25347 1.92152
H -9.13520 -4.20218 1.12116
C 1.51098 5.27406 -2.09408
O 2.07375 5.88177 -3.25364
C 3.15892 6.76997 -2.96900
C 4.50354 6.15402 -3.39486
N 4.88559 5.03601 -2.52183
C 5.97200 4.20396 -3.04972
C 5.76743 3.52631 -4.42157
O 4.79187 2.48288 -4.42267
C 3.44689 2.93247 -4.49407
H 0.55642 4.82257 -2.37676
H 2.15805 4.48318 -1.71282
H 1.32429 6.01116 -1.30931
H 3.17303 7.08493 -1.91912
H 2.98916 7.66744 -3.57192
H 5.28364 6.92290 -3.34893
H 4.39856 5.83237 -4.43070
H 4.07559 4.43853 -2.37299
H 6.14540 3.41499 -2.30804
H 6.88679 4.80748 -3.08370
H 6.71540 3.03963 -4.68124
H 5.57368 4.24106 -5.22693
H 3.33746 3.82682 -5.11313
H 3.05945 3.10173 -3.48919
H 2.84406 2.13518 -4.93697

Its strongest force on any atom is 6.80 eV/A. The calculation puts the total energy at -60785.4077 eV. Its spin multiplicity is 1. The HOMO energy is -10.03 eV. As for the net charge: +1.